Record 1
12
Properties=species:S:1:pos:R:3:nbo_charge:R:1 method="wB97M-V/def2-TZVPD" max_force_ev_per_a=0.6 e_homo_ev=-8.5 spin_multiplicity=1 gap_ha=0.311 energy_ha=-306.30847
C -1.62 -0.47 -0.26 -0.7110
C 0.14 -0.36 1.03 0.0558
O 1.13 -0.99 0.33 -0.4915
C 1.72 0.22 -0.21 -0.1943
C 0.54 0.97 0.41 0.4830
O 0.15 2.11 0.40 -0.4971
H -1.91 0.58 -0.26 0.2347
H -1.10 -0.79 -1.16 0.2230
H -2.47 -1.13 -0.04 0.2365
H -1.06 -0.75 0.83 0.2449
H 1.78 0.20 -1.30 0.2069
H 2.70 0.43 0.23 0.2091


Record 2
12
Properties=species:S:1:pos:R:3:nbo_charge:R:1 method="wB97M-V/def2-TZVPD" max_force_ev_per_a=0.9 e_homo_ev=-8.8 spin_multiplicity=1 gap_ha=0.329 energy_ha=-306.36629
C -0.27 -1.58 0.21 -0.7448
C 0.06 -0.29 0.90 0.6689
O -0.02 0.06 2.02 -0.4743
C -0.35 1.66 -0.37 -0.5986
C 0.68 0.87 -0.84 0.3928
O 1.05 0.36 -1.87 -0.5866
H -0.05 -1.52 -0.86 0.2715
H -1.33 -1.77 0.38 0.2618
H 0.31 -2.38 0.67 0.2579
H -1.01 2.15 -1.08 0.2241
H -0.29 2.07 0.63 0.2270
H 1.22 0.39 0.20 0.1004


Record 3
12
Properties=species:S:1:pos:R:3:nbo_charge:R:1 method="wB97M-V/def2-TZVPD" max_force_ev_per_a=3.1 e_homo_ev=-7.3 spin_multiplicity=1 gap_ha=0.244 energy_ha=-306.28388
C 1.37 0.32 -0.06 0.2268
C -0.50 -0.97 -0.76 0.1265
C -1.51 -0.26 0.05 -0.5931
C -0.70 0.77 0.68 0.1512
H 2.26 -0.26 0.27 0.1529
H 1.82 1.27 -0.34 0.1641
H -0.14 -1.98 -0.38 0.1365
H -1.89 -0.97 0.74 0.2751
H -2.32 0.21 -0.59 0.2561
H -0.66 1.85 0.41 0.1704
O 0.56 -0.19 -1.08 -0.5374
O 0.56 0.28 1.14 -0.5291


Record 4
12
Properties=species:S:1:pos:R:3:nbo_charge:R:1 method="wB97M-V/def2-TZVPD" max_force_ev_per_a=1.4 e_homo_ev="-9.1 / -8.8" spin_multiplicity=1 gap_ha="0.286 / 0.296" energy_ha=-306.26944
C -1.39 -0.47 -0.38 -0.6132
C 0.08 -0.17 -0.60 -0.2795
C 0.74 1.02 0.08 0.1931
O 0.56 1.34 1.36 -0.3191
C 1.09 -0.57 0.40 0.0471
O 0.61 -0.40 1.62 -0.3408
H -1.61 -1.49 -0.72 0.2188
H -1.63 -0.39 0.68 0.2408
H -2.02 0.23 -0.94 0.2142
H 0.42 -0.22 -1.64 0.2249
H 1.07 1.84 -0.56 0.1968
H 2.08 -1.01 0.26 0.2169